Record 1
{
  "formula": "C17H28NO4",
  "method": "ωB97M-V/def2-TZVPD",
  "elements": ["C", "H", "H", "H", "O", "C", "C", "C", "C", "C", "C", "C", "H", "H", "O", "C", "C", "O", "H", "H", "C", "N", "C", "C", "C", "C", "H", "H", "C", "H", "C", "O", "H", "H", "H", "H", "H", "H", "H", "H", "H", "H", "H", "H", "H", "H", "H", "H", "H", "H"],
  "positions_angstrom": [[-0.18248, 3.75078, 4.00946], [-0.70433, 3.09695, 4.71459], [0.59269, 4.31408, 4.53547], [-0.89540, 4.44570, 3.56875], [0.35363, 3.02148, 2.92729], [1.34709, 2.11905, 3.17600], [1.79361, 1.77393, 4.44702], [2.79076, 0.82677, 4.60337], [3.35687, 0.21167, 3.50212], [2.92372, 0.55993, 2.23515], [1.93066, 1.50965, 2.05434], [1.46878, 1.86699, 0.66585], [0.94523, 2.82928, 0.68233], [2.32029, 1.92325, -0.01597], [0.61972, 0.87706, 0.08667], [-0.60075, 0.70380, 0.77381], [-1.32960, -0.42835, 0.04979], [-0.53250, -1.58397, 0.01497], [0.39169, -1.29434, -0.05248], [-2.24826, -0.68948, 0.58376], [-1.63382, 0.00303, -1.41298], [-1.68484, -1.21764, -2.24256], [-3.04324, -1.80608, -2.22095], [-3.05906, -3.18766, -2.85444], [-2.57169, -3.08550, -4.29302], [-1.17991, -2.46711, -4.30396], [-0.83543, -2.35096, -5.33139], [-0.47941, -3.12655, -3.78748], [-1.14245, -1.09517, -3.62389], [-1.75734, -0.37430, -4.17132], [0.31761, -0.61297, -3.56826], [0.96281, -1.35543, -2.55847], [1.90981, -1.18933, -2.58683], [0.77328, -0.79146, -4.54888], [0.38488, 0.46426, -3.36589], [-2.53660, -4.07202, -4.75215], [-3.25961, -2.47109, -4.87647], [-4.07357, -3.58270, -2.81833], [-2.41607, -3.86275, -2.28700], [-3.37014, -1.86220, -1.18212], [-3.71002, -1.13418, -2.76807], [-1.03100, -1.85546, -1.71871], [-0.80989, 0.63655, -1.73536], [-2.56834, 0.55782, -1.48314], [-0.42095, 0.41969, 1.81781], [-1.19425, 1.62732, 0.75933], [3.36521, 0.09562, 1.36511], [4.13334, -0.52605, 3.62732], [3.12396, 0.57205, 5.59755], [1.36810, 2.23677, 5.32247]],
  "nbo_charge": [-0.255, 0.180, 0.187, 0.204, -0.527, 0.387, -0.320, -0.168, -0.238, -0.167, -0.161, -0.083, 0.199, 0.201, -0.569, -0.094, 0.066, -0.715, 0.507, 0.197, -0.257, -0.414, -0.212, -0.419, -0.402, -0.421, 0.239, 0.225, -0.051, 0.225, -0.075, -0.744, 0.500, 0.199, 0.180, 0.237, 0.206, 0.243, 0.217, 0.230, 0.216, 0.497, 0.245, 0.228, 0.208, 0.189, 0.208, 0.222, 0.224, 0.226],
  "e_homo_ev": -10.875,
  "de_lowest_ev": 0.136,
  "total_charge": 1,
  "homo_lumo_gap_ev": 8.8
}

Record 2
{
  "formula": "C17H29AgCu2NO14S",
  "method": "ωB97M-V/def2-TZVPD",
  "elements": ["Ag", "Cu", "Cu", "O", "C", "C", "O", "H", "H", "H", "H", "C", "N", "O", "O", "H", "H", "H", "O", "C", "O", "C", "C", "C", "H", "H", "H", "H", "H", "H", "O", "C", "O", "C", "C", "C", "H", "H", "H", "H", "H", "H", "O", "C", "O", "C", "C", "C", "H", "H", "H", "H", "H", "H", "C", "C", "O", "S", "O", "O", "O", "H", "H", "H", "H"],
  "positions_angstrom": [[0.52736, 3.21597, -0.86069], [3.39478, 1.68478, 0.38198], [-3.87448, 2.75846, -0.54492], [1.11076, 1.29570, 0.19785], [-0.06221, 0.55903, 0.45919], [-1.27656, 0.87553, -0.44945], [-1.63986, 2.20285, -0.73710], [-0.31085, 0.74762, 1.50947], [0.24904, -0.48941, 0.44350], [-2.17301, 0.40307, -0.04122], [-1.04706, 0.36285, -1.39314], [2.19856, -1.26279, 3.11632], [2.36280, 0.09264, 3.69798], [2.64259, 0.99211, 2.91102], [2.28685, 0.23723, 4.87937], [3.08783, -1.84560, 3.33899], [1.95588, -1.21585, 2.06072], [1.32594, -1.63310, 3.65523], [-5.08399, -2.60313, -2.45609], [-4.25459, -2.66568, -1.60604], [-3.26745, -3.60361, -1.61102], [-2.26967, -3.24664, -0.65461], [-3.08284, -2.54765, 0.47095], [-4.17642, -1.85804, -0.34160], [-1.54443, -2.54372, -1.09030], [-1.58766, -4.03226, -0.33409], [-2.42300, -1.89177, 1.04168], [-3.39785, -3.33687, 1.15148], [-3.83411, -0.91666, -0.78687], [-5.11907, -1.80350, 0.19325], [0.16344, 4.27253, 1.15550], [-0.28789, 4.26523, 2.27254], [-0.21466, 5.32444, 3.10248], [-1.10705, 5.18040, 4.16294], [-1.20809, 3.66225, 4.36448], [-0.92756, 3.07664, 2.99489], [-2.09829, 5.57040, 3.92028], [-0.77061, 5.56120, 5.12436], [-2.07866, 3.29562, 4.91049], [-0.45571, 3.31218, 5.07760], [-1.82466, 2.82549, 2.42739], [-0.17284, 2.29599, 3.04690], [1.01489, 2.47064, -3.01783], [0.56678, 1.50020, -3.59375], [-0.63615, 1.46318, -4.15990], [-0.93377, 0.16974, -4.71800], [0.13225, -0.72284, -4.07031], [1.30641, 0.19200, -3.88509], [-0.70592, 0.17194, -5.78498], [-1.96364, -0.09079, -4.49729], [0.22377, -1.59578, -4.71526], [-0.27581, -0.98691, -3.09094], [1.98312, 0.44358, -4.70471], [1.91691, -0.12935, -3.04521], [3.29455, -3.66074, -0.42619], [2.28911, -2.81712, -1.24984], [3.07535, -1.65652, -1.63751], [4.59490, -1.66477, -1.03367], [4.64801, -1.21448, 0.34390], [5.58023, -1.24870, -1.97559], [4.52087, -3.32090, -1.01804], [2.97781, -4.69191, -0.56672], [3.17743, -3.42553, 0.63194], [1.39337, -2.48555, -0.73021], [2.08485, -3.27331, -2.21649]],
  "mulliken_spin": [0.176, 0.008, -0.004, 0.603, 0.024, 0.053, 0.079, 0.011, 0.003, -0.003, 0.009, 0.001, 0.000, 0.004, 0.000, 0.000, 0.001, 0.000, 0.000, 0.000, 0.000, 0.001, 0.000, 0.002, 0.001, 0.000, 0.001, 0.000, 0.000, 0.000, 0.013, 0.003, 0.001, 0.001, 0.000, 0.003, 0.000, 0.000, 0.000, 0.000, 0.002, -0.005, 0.008, 0.003, 0.002, 0.000, -0.003, 0.002, 0.000, 0.000, 0.000, 0.002, 0.000, -0.001, 0.000, 0.000, 0.001, -0.001, 0.001, 0.000, 0.000, 0.000, 0.000, 0.000, 0.000],
  "e_homo_ev": [-14.701, -14.701],
  "s_squared": 0.758,
  "total_charge": 2,
  "spin_multiplicity": 2,
  "homo_lumo_gap_ev": [7.3, 5.6]
}

Record 3
{
  "formula": "C17H29As2F6FeN4O4S2",
  "method": "ωB97M-V/def2-TZVPD",
  "elements": ["Fe", "C", "As", "C", "C", "C", "C", "C", "C", "C", "As", "C", "C", "H", "H", "H", "H", "H", "H", "H", "H", "H", "H", "H", "H", "H", "H", "H", "H", "F", "C", "F", "F", "S", "O", "O", "N", "S", "O", "O", "C", "F", "F", "F", "C", "N", "C", "C", "N", "N", "C", "C", "H", "H", "H", "H", "H", "H", "H", "H", "H", "H", "H", "H", "H"],
  "positions_angstrom": [[1.10569, 0.23678, -0.41217], [-0.31180, -3.07269, -0.02286], [-0.12859, -1.58883, -1.22607], [0.58851, -2.37435, -2.83485], [-1.89532, -0.95293, -1.65637], [-2.98655, -1.80833, -1.73834], [-4.21835, -1.30065, -2.13486], [-4.35408, 0.04222, -2.45769], [-3.26140, 0.89818, -2.38405], [-2.03198, 0.39803, -1.97877], [-0.42550, 1.44181, -1.83924], [-0.87679, 3.30004, -1.56296], [0.30545, 1.51239, -3.62742], [-0.77554, -3.89364, -0.57007], [-0.92877, -2.79089, 0.82660], [0.68017, -3.38122, 0.30335], [-0.19537, -2.98774, -3.27918], [1.44559, -2.98673, -2.56488], [0.90082, -1.60570, -3.53535], [-2.89521, -2.86052, -1.49810], [-5.07470, -1.95854, -2.19484], [-5.31584, 0.42622, -2.76978], [-3.38096, 1.94455, -2.63817], [-1.27758, 3.67723, -2.50321], [0.03459, 3.84627, -1.32494], [-1.60618, 3.43608, -0.77147], [-0.46841, 1.88419, -4.29790], [0.63201, 0.52945, -3.95236], [1.15759, 2.19010, -3.63469], [5.20789, -0.47420, -2.93128], [5.15627, -0.13766, -1.65717], [5.30751, 1.15867, -1.52027], [6.03033, -0.80793, -0.95323], [3.43836, -0.68032, -1.11500], [2.44883, 0.14253, -1.89158], [3.40178, -2.08139, -1.34188], [2.98224, -0.29724, 0.37211], [3.71026, 0.63938, 1.48849], [2.99077, 0.42796, 2.69890], [5.11993, 0.57769, 1.38105], [3.18866, 2.34736, 0.96121], [3.92709, 2.82741, -0.01188], [1.89259, 2.25626, 0.46626], [3.16994, 3.16083, 1.98372], [-1.81013, 1.78525, 1.26580], [-1.72121, 0.63817, 2.13903], [-3.00801, 0.17935, 2.66322], [-0.59685, -0.08684, 2.26117], [0.35682, -0.15310, 1.31629], [-0.41391, -0.76814, 3.40797], [0.58529, -1.82775, 3.52082], [-0.90260, -0.26879, 4.69599], [-2.43903, 2.53799, 1.74360], [-2.27344, 1.52018, 0.31417], [-0.82272, 2.21670, 1.11263], [-3.70245, 0.05867, 1.82879], [-3.42507, 0.90508, 3.36135], [-2.89962, -0.77739, 3.16226], [1.19920, -0.46957, 1.78636], [1.57831, -1.42496, 3.73592], [0.61930, -2.42215, 2.61039], [0.29334, -2.48127, 4.33988], [-1.34433, 0.71558, 4.57954], [-0.05319, -0.18731, 5.37415], [-1.63364, -0.94983, 5.13183]],
  "mulliken_spin": [1.243, -0.020, -0.125, -0.016, -0.001, -0.004, 0.000, -0.001, 0.001, 0.012, -0.087, -0.014, -0.001, -0.006, 0.001, 0.000, -0.008, 0.002, 0.000, 0.000, 0.000, 0.000, 0.000, -0.005, 0.000, 0.000, -0.004, 0.000, 0.001, 0.000, -0.001, 0.000, 0.000, -0.007, 0.007, -0.001, -0.002, 0.001, -0.001, -0.001, -0.001, 0.000, 0.009, 0.000, -0.002, 0.007, 0.000, 0.001, 0.007, 0.006, 0.002, -0.001, 0.000, -0.001, 0.003, 0.000, 0.000, 0.001, 0.004, 0.000, 0.000, 0.000, 0.000, 0.000, 0.000],
  "e_homo_ev": [-15.166, -15.146],
  "s_squared": 0.885,
  "total_charge": 2,
  "spin_multiplicity": 2,
  "homo_lumo_gap_ev": [7.2, 8.4]
}

Record 4
{
  "formula": "C17H29AsIrNO6S",
  "method": "ωB97M-V/def2-TZVPD",
  "elements": ["Ir", "C", "O", "C", "C", "O", "C", "C", "O", "C", "H", "H", "H", "H", "H", "H", "H", "H", "H", "H", "H", "H", "H", "H", "C", "As", "C", "C", "O", "H", "H", "H", "H", "H", "H", "H", "H", "H", "O", "C", "O", "H", "S", "C", "N", "C", "C", "C", "C", "C", "C", "H", "H", "H", "H", "H"],
  "positions_angstrom": [[-0.36397, -0.29050, 0.56779], [1.35087, -1.09165, 3.02761], [0.17325, -1.41597, 2.25653], [-0.97876, -1.66247, 3.08841], [-2.14174, -1.94210, 2.17166], [-2.26558, -0.90444, 1.16122], [-3.12310, 0.22293, 1.43884], [-2.46432, 1.18548, 2.39605], [-1.09229, 1.37550, 2.00422], [-0.60049, 2.68812, 2.32306], [1.53625, -1.90262, 3.72969], [2.17794, -1.01029, 2.33050], [1.20068, -0.15185, 3.56135], [-0.78281, -2.53796, 3.70970], [-1.13691, -0.79525, 3.73191], [-1.97288, -2.85775, 1.61072], [-3.07536, -2.01560, 2.72825], [-3.27001, 0.69173, 0.46933], [-4.07616, -0.13838, 1.82451], [-2.99861, 2.13647, 2.35497], [-2.49215, 0.83298, 3.42939], [-1.27802, 3.44958, 1.93772], [-0.49873, 2.79129, 3.40360], [0.37431, 2.80794, 1.86350], [-1.95106, 2.90406, -2.63141], [-1.24655, 1.12898, -2.52805], [0.41545, 1.16094, -3.47199], [-2.57279, 0.01043, -3.32989], [-1.09851, 0.95556, -0.82883], [-1.97356, 3.22593, -3.67205], [-1.31764, 3.57713, -2.05723], [-2.96189, 2.91801, -2.22869], [0.20399, 1.41217, -4.51156], [0.89796, 0.19229, -3.40995], [1.03720, 1.94342, -3.03944], [-2.85550, 0.47127, -4.27690], [-3.44171, -0.01193, -2.67370], [-2.18403, -0.98641, -3.49477], [-0.17682, -1.48558, -2.37135], [-0.22673, -2.32327, -1.49833], [-0.23921, -2.10862, -0.21235], [-0.17813, -3.39901, -1.71657], [3.29345, 1.90044, -0.87404], [1.76836, 1.54449, -0.22958], [1.51675, 0.28313, 0.00429], [2.59681, -0.52671, -0.37361], [2.71413, -1.90875, -0.20676], [3.88409, -2.51355, -0.60995], [4.93855, -1.77325, -1.16532], [4.84693, -0.40628, -1.30391], [3.66371, 0.20728, -0.89467], [1.03622, 2.31860, -0.06314], [1.90867, -2.48503, 0.22700], [3.99532, -3.58269, -0.49147], [5.83967, -2.28182, -1.47855], [5.66543, 0.17357, -1.70778]],
  "nbo_charge": [1.389, -0.250, -0.515, -0.104, -0.104, -0.507, -0.093, -0.103, -0.576, -0.241, 0.218, 0.220, 0.194, 0.236, 0.195, 0.245, 0.230, 0.231, 0.228, 0.225, 0.198, 0.202, 0.209, 0.198, -0.995, 1.994, -0.990, -0.983, -1.117, 0.265, 0.253, 0.258, 0.270, 0.287, 0.246, 0.267, 0.256, 0.283, -0.672, 0.668, -0.676, 0.143, 0.543, -0.122, -0.465, 0.161, -0.262, -0.163, -0.171, -0.194, -0.240, 0.244, 0.247, 0.240, 0.247, 0.249],
  "e_homo_ev": -14.489,
  "de_lowest_ev": 0.000,
  "total_charge": 2,
  "homo_lumo_gap_ev": 9.0
}

What is the formula in the fourth record?
C17H29AsIrNO6S